[1]
{
  "formula": "C15H33AlBBeBrClF4IMgNO7PS",
  "method": "ωB97M-V/def2-TZVPD",
  "species": ["C", "C", "C", "P", "I", "B", "O", "C", "C", "H", "H", "H", "H", "H", "H", "H", "H", "H", "H", "H", "H", "O", "S", "O", "O", "C", "C", "C", "H", "H", "H", "H", "H", "H", "H", "H", "C", "O", "H", "H", "H", "Mg", "O", "H", "Br", "N", "C", "C", "C", "C", "C", "H", "H", "H", "H", "H", "Be", "C", "O", "H", "H", "H", "H", "Cl", "F", "Al", "F", "F", "F"],
  "coordinates": [[0.203, 0.395, 1.713], [0.015, 1.509, 0.744], [-0.241, 3.088, 1.103], [-2.149, 3.387, 0.905], [-2.814, 5.702, 1.572], [-2.979, 2.079, 2.093], [-2.727, 2.305, 3.545], [-3.867, 0.791, 1.574], [-3.262, 0.142, 0.159], [0.626, -0.641, 1.298], [-0.092, 0.423, 2.860], [0.068, 1.227, -0.414], [0.177, 3.439, 2.138], [0.263, 3.725, 0.245], [-2.472, 3.112, -0.501], [-2.162, 1.512, 3.832], [-3.837, -0.083, 2.356], [-4.989, 1.152, 1.434], [-4.105, -0.467, -0.398], [-2.816, 0.957, -0.558], [-2.377, -0.586, 0.486], [1.866, -2.831, 1.151], [2.549, -4.078, 0.872], [2.076, -5.345, 1.385], [4.126, -3.913, 1.255], [4.467, -3.500, 2.571], [4.299, -4.630, 3.569], [2.758, -4.230, -0.884], [3.883, -2.621, 2.865], [5.519, -3.196, 2.549], [3.247, -4.907, 3.677], [4.672, -4.336, 4.554], [4.836, -5.524, 3.235], [3.156, -3.293, -1.277], [1.778, -4.435, -1.321], [3.435, -5.061, -1.089], [5.906, -6.318, 6.598], [5.723, -5.154, 5.993], [5.960, -6.311, 7.700], [5.143, -7.098, 6.436], [6.825, -6.877, 6.352], [-6.389, -0.205, 1.479], [-0.018, -4.243, -1.912], [-0.559, -3.953, -1.201], [-4.189, 1.834, -1.666], [-1.708, 2.197, -4.392], [-1.405, 3.435, -3.943], [-1.713, 4.600, -4.627], [-2.368, 4.491, -5.849], [-2.692, 3.230, -6.339], [-2.345, 2.124, -5.580], [-0.891, 3.467, -2.986], [-1.449, 5.568, -4.218], [-2.625, 5.382, -6.415], [-3.202, 3.112, -7.288], [-2.579, 1.118, -5.918], [-3.589, 1.152, 4.743], [-2.168, 7.295, -9.510], [-3.091, 6.606, -8.686], [-1.937, 6.676, -10.380], [-2.610, 8.238, -9.844], [-1.251, 7.489, -8.949], [-3.276, 7.180, -7.923], [4.811, -1.381, 3.599], [-0.384, -2.862, 3.840], [0.911, -2.984, 5.085], [2.354, -2.053, 4.544], [1.363, -4.713, 5.313], [0.311, -2.310, 6.644]],
  "atomic_forces_ev_per_a": [[-0.728, 2.243, -2.537], [0.299, -2.802, 2.020], [0.581, -0.518, -0.729], [1.658, 0.613, -0.245], [0.317, -1.348, -0.410], [-1.174, -1.527, 1.143], [0.297, -1.253, -1.603], [1.285, -0.807, -0.587], [1.138, -1.607, 1.767], [-1.259, 2.338, 1.029], [1.125, 0.200, -2.505], [0.155, 0.867, 2.773], [-1.013, -0.827, -1.938], [-1.055, -1.184, 1.830], [-0.269, 0.156, 0.739], [0.554, 0.779, -0.559], [-0.249, 1.810, -1.152], [2.181, 0.137, 0.179], [1.939, 1.265, 1.108], [-0.737, -2.142, 1.757], [-1.931, 1.274, -0.485], [0.701, -0.933, 0.198], [-1.084, -0.697, -0.755], [0.451, 1.457, -0.164], [-0.226, 0.915, 0.208], [2.961, -3.143, -1.538], [-1.107, -0.177, 1.093], [0.752, 0.108, 0.316], [-1.791, 1.586, 1.017], [-0.305, -0.594, -0.564], [0.108, 0.029, 0.204], [-0.024, 0.227, -0.111], [0.117, 0.271, -0.367], [-0.054, -0.103, 0.107], [-0.539, 0.026, 0.043], [-0.072, 0.083, 0.112], [1.310, -1.366, -0.001], [-0.141, 0.238, 0.077], [-0.621, 0.672, 0.383], [-0.818, 0.260, -0.091], [0.266, 0.340, -0.541], [-0.351, -0.432, -0.132], [0.944, -0.416, -1.211], [-0.895, 0.453, 1.264], [-1.525, 2.221, -1.692], [-0.121, 0.930, -0.490], [-0.308, -0.974, -0.424], [-0.101, -0.106, -0.152], [-0.040, 0.018, -0.006], [0.069, 0.303, 0.130], [0.460, -0.099, 0.884], [0.013, 0.036, -0.012], [-0.006, -0.070, -0.023], [0.049, -0.177, 0.006], [0.051, 0.022, 0.093], [0.012, 0.100, 0.012], [-1.028, 0.095, 0.311], [0.033, 0.171, 0.092], [-0.302, 0.014, 0.567], [-0.107, 0.039, 0.199], [0.207, 0.049, -0.161], [0.137, 0.100, -0.219], [0.010, -0.349, -0.465], [0.236, 1.153, 0.312], [1.478, 0.136, 1.407], [-0.180, -0.429, 0.382], [-1.980, -1.181, 0.546], [-0.473, 2.233, -0.397], [0.714, -0.703, -2.044]],
  "relative_energy_kj_mol": 317.96,
  "charge": 0,
  "gap_ev": 1.4,
  "fmax_ev_per_a": 4.58,
  "total_energy_ev": -166675.12564,
  "mol_weight_g_mol": 791.83
}



[2]
{
  "formula": "C15H33Br12N3O6",
  "method": "ωB97M-V/def2-TZVPD",
  "species": ["C", "N", "O", "O", "H", "H", "H", "C", "N", "O", "O", "H", "H", "H", "C", "N", "O", "O", "H", "H", "H", "Br", "C", "C", "Br", "H", "H", "H", "H", "Br", "C", "C", "Br", "H", "H", "H", "H", "Br", "C", "C", "Br", "H", "H", "H", "H", "Br", "C", "C", "Br", "H", "H", "H", "H", "Br", "C", "C", "Br", "H", "H", "H", "H", "Br", "C", "C", "Br", "H", "H", "H", "H"],
  "coordinates": [[1.620, -3.433, 0.586], [2.720, -2.537, 1.031], [3.520, -2.949, 1.867], [2.760, -1.444, 0.520], [1.655, -4.376, 1.186], [1.661, -3.458, -0.502], [0.641, -3.007, 0.815], [-2.523, -4.669, -3.668], [-2.798, -4.763, -2.192], [-1.801, -4.554, -1.528], [-3.898, -4.943, -1.750], [-1.554, -5.058, -3.951], [-2.456, -3.588, -3.881], [-3.368, -5.114, -4.221], [-2.843, 1.033, -4.323], [-2.590, -0.457, -4.400], [-1.766, -0.860, -5.224], [-3.220, -1.160, -3.615], [-3.750, 1.197, -4.939], [-1.949, 1.574, -4.692], [-3.153, 1.282, -3.289], [0.561, -2.067, -2.639], [1.207, -0.676, -3.774], [2.556, -0.188, -3.334], [2.981, 1.350, -4.401], [0.475, 0.153, -3.646], [1.284, -0.884, -4.834], [3.409, -0.818, -3.492], [2.536, -0.029, -2.285], [-2.019, 1.041, 3.991], [-1.090, 2.258, 5.235], [-0.910, 3.639, 4.691], [-0.036, 4.759, 6.053], [-0.114, 1.841, 5.511], [-1.599, 2.245, 6.164], [-1.863, 4.133, 4.472], [-0.306, 3.773, 3.759], [3.321, 1.669, 4.102], [4.038, -0.075, 3.580], [3.553, -1.142, 4.555], [1.591, -1.293, 4.357], [5.103, -0.082, 3.481], [3.635, -0.302, 2.598], [3.866, -0.907, 5.553], [3.973, -2.066, 4.185], [5.697, -0.396, -1.329], [4.652, 0.961, -0.498], [4.983, 2.264, -1.181], [3.930, 3.626, -0.241], [4.966, 1.033, 0.518], [3.670, 0.564, -0.609], [4.637, 2.342, -2.236], [6.029, 2.603, -0.997], [-7.434, 1.295, 2.549], [-5.803, 1.828, 1.646], [-6.043, 2.997, 0.705], [-4.381, 3.223, -0.273], [-5.219, 0.967, 1.264], [-5.222, 2.257, 2.530], [-6.208, 3.920, 1.268], [-6.792, 2.800, -0.032], [0.426, 2.028, -1.199], [0.168, 0.588, 0.023], [-1.287, 0.122, -0.251], [-1.861, -1.160, 1.156], [0.400, 0.925, 0.992], [0.878, -0.185, -0.266], [-1.248, -0.601, -1.079], [-1.996, 0.949, -0.172]],
  "atomic_forces_ev_per_a": [[-0.597, -0.834, 0.848], [0.165, -0.848, 0.859], [-0.705, 0.354, -0.746], [0.182, 0.634, -0.169], [0.409, 0.664, -1.068], [0.299, -0.564, 0.172], [0.258, 0.582, 0.191], [-1.285, 0.676, -0.671], [1.457, 0.404, -0.594], [0.215, -0.068, 0.626], [-0.518, -0.217, -0.319], [0.015, -0.505, 0.476], [-0.324, -0.373, 0.174], [0.526, 0.192, 0.329], [-0.576, -0.032, 0.009], [0.480, -0.221, 0.238], [-1.086, 0.404, 0.976], [0.637, 0.482, -0.910], [0.751, 0.008, 0.069], [-0.716, -0.417, 0.250], [0.566, -0.249, -0.542], [-0.158, -0.657, -0.147], [-0.134, 1.635, -0.399], [0.053, -0.396, -0.097], [0.045, 0.605, 0.071], [0.563, -0.602, -0.130], [-0.538, -0.780, -0.053], [-0.002, -0.815, -0.323], [0.036, 0.952, 0.906], [0.463, 0.583, 0.382], [1.326, -0.571, -0.299], [-0.196, 1.142, -1.070], [-0.127, -0.262, -0.215], [-0.151, -0.242, -0.646], [-1.050, 0.195, 0.641], [0.118, -0.167, 0.255], [-0.288, -0.650, 0.945], [0.507, -0.062, -0.214], [-1.361, -0.340, 0.086], [-0.058, 0.578, -1.454], [0.597, -0.145, 0.379], [0.705, 0.397, 0.353], [-0.087, 0.176, -0.101], [-0.326, -0.110, 0.592], [-0.088, -0.441, 0.260], [0.826, -0.926, -0.428], [0.825, 0.478, -0.613], [-0.409, 0.871, -0.134], [-0.118, 0.231, 0.051], [-0.064, -0.202, 0.785], [-0.843, 0.474, 0.180], [0.642, -0.256, 0.793], [-0.819, -0.626, -0.514], [-0.225, -0.225, -0.294], [1.371, 0.982, 2.009], [0.580, -0.546, 0.462], [0.267, 0.253, -0.220], [-0.832, 0.498, -0.040], [-0.399, -0.773, -1.323], [-0.165, -0.285, -0.311], [-0.491, 0.034, -0.288], [0.356, 0.777, -0.611], [-1.154, -1.257, -1.250], [1.298, -0.941, 1.328], [0.112, 0.123, 0.005], [-0.089, 0.456, 1.225], [-0.130, -0.024, 0.143], [-0.580, 1.177, -0.256], [0.040, -0.389, -0.620]],
  "charge": 0,
  "gap_ev": 9.6,
  "fmax_ev_per_a": 2.62,
  "total_energy_ev": -873347.39334,
  "mol_weight_g_mol": 1310.29
}



[3]
{
  "formula": "C15H33F9N2O13PS",
  "method": "ωB97M-V/def2-TZVPD",
  "species": ["N", "H", "H", "H", "H", "N", "H", "H", "H", "H", "C", "O", "H", "H", "H", "C", "O", "O", "C", "F", "F", "F", "C", "C", "H", "H", "H", "H", "H", "H", "P", "F", "F", "F", "F", "F", "F", "C", "C", "C", "O", "C", "O", "O", "H", "H", "H", "H", "H", "H", "C", "C", "C", "O", "C", "O", "O", "H", "H", "H", "H", "H", "H", "C", "C", "O", "S", "O", "O", "O", "H", "H", "H", "H"],
  "coordinates": [[-0.909, 0.223, 0.997], [-0.008, 0.119, 0.538], [-1.636, -0.434, 0.633], [-1.365, 1.122, 0.780], [-0.909, -0.048, 1.978], [-1.428, -1.204, -2.704], [-0.471, -1.571, -2.654], [-1.617, -0.187, -2.729], [-1.918, -1.468, -1.804], [-1.929, -1.694, -3.438], [-3.014, -2.741, 0.440], [-2.952, -1.665, -0.420], [-2.396, -3.603, 0.093], [-2.544, -2.563, 1.428], [-4.021, -3.177, 0.558], [-2.121, 2.455, -2.141], [-3.414, 2.411, -2.744], [-1.951, 1.382, -1.372], [-1.100, 2.534, -3.327], [-1.230, 3.613, -4.136], [0.163, 2.687, -2.783], [-1.050, 1.395, -4.032], [-4.037, 3.654, -2.976], [-5.296, 3.398, -3.808], [-5.759, 4.358, -4.055], [-4.991, 2.942, -4.752], [-6.041, 2.762, -3.336], [-3.384, 4.334, -3.528], [-4.349, 4.100, -2.023], [-1.998, 3.367, -1.526], [2.050, -1.644, -1.626], [1.210, -0.620, -2.609], [1.245, -0.998, -0.358], [0.812, -2.670, -1.800], [2.848, -2.632, -0.625], [2.835, -2.284, -2.872], [3.159, -0.493, -1.491], [2.039, 4.054, -0.265], [1.081, 4.309, 0.887], [0.074, 5.462, 0.669], [-1.189, 4.806, 0.861], [-1.024, 3.529, 1.242], [-1.892, 2.770, 1.555], [0.272, 3.205, 1.249], [2.773, 3.295, 0.018], [2.670, 4.934, -0.402], [1.532, 3.674, -1.151], [1.667, 4.479, 1.797], [0.089, 5.722, -0.392], [0.165, 6.340, 1.301], [2.342, -6.191, 1.068], [1.125, -5.682, 1.792], [1.129, -5.580, 3.306], [0.914, -4.204, 3.563], [0.707, -3.517, 2.427], [0.347, -2.391, 2.384], [0.919, -4.315, 1.370], [2.715, -7.108, 1.546], [3.207, -5.527, 1.081], [2.176, -6.525, 0.046], [0.226, -6.173, 1.414], [2.057, -5.875, 3.800], [0.320, -6.162, 3.752], [3.302, 0.191, 1.745], [3.556, -1.198, 2.335], [2.984, -1.167, 3.612], [2.268, 0.266, 3.927], [2.511, 0.657, 5.284], [0.952, 0.342, 3.355], [3.301, 1.012, 2.904], [2.415, 0.352, 1.135], [4.136, 0.412, 1.076], [4.608, -1.481, 2.296], [3.042, -1.870, 1.637]],
  "atomic_forces_ev_per_a": [[-1.765, -0.761, -0.002], [-0.189, -0.282, -0.045], [0.204, -0.470, -1.212], [0.368, 0.026, 0.199], [0.679, 0.660, 0.143], [-0.969, -0.721, 0.217], [-0.191, 0.915, -0.109], [0.713, 0.095, 0.212], [-0.645, -0.345, 0.933], [-0.027, 0.201, -0.038], [0.922, -0.254, -0.806], [0.679, 0.188, 0.211], [-0.041, -0.160, -0.177], [-0.456, 0.190, 0.318], [-0.161, 0.225, 0.301], [0.093, -1.433, 1.194], [-0.401, 0.421, -0.514], [0.743, 0.377, -1.097], [1.016, 0.119, 1.909], [-0.252, -0.539, -0.391], [-0.405, -0.067, -0.358], [-0.191, 0.543, -0.538], [-0.831, -0.551, -0.047], [0.505, 0.405, -0.396], [-0.095, -0.015, 0.053], [-0.106, -0.106, 0.006], [0.174, -0.060, 0.229], [-0.007, 0.154, 0.115], [0.287, 0.180, 0.083], [-0.129, 0.659, -0.460], [-0.523, 0.921, -0.608], [0.553, -0.283, -0.053], [0.295, -0.042, 0.307], [0.366, -0.775, 0.055], [-0.244, 0.159, -0.016], [-0.280, -0.018, -0.006], [0.545, -0.046, 0.431], [0.152, -0.713, 0.611], [1.022, 0.844, 0.962], [-0.273, -1.284, -1.223], [-0.395, 0.441, 0.464], [-0.151, -0.225, 0.094], [-0.074, 0.691, -0.066], [0.026, -0.575, -0.445], [-0.249, -0.190, 0.125], [-0.408, 0.244, -0.420], [0.001, 0.442, -0.157], [0.130, 0.287, -0.175], [0.099, 0.428, 0.122], [0.016, -0.134, 0.167], [0.978, -1.392, 0.389], [-0.330, 0.745, -1.507], [0.190, -0.176, 0.431], [-0.060, 0.052, 0.884], [-0.374, -0.489, -0.492], [0.139, 0.545, 0.007], [0.035, 0.219, 0.067], [-0.202, 0.038, 0.220], [-0.319, 0.404, 0.043], [-0.363, 0.518, -0.092], [0.138, -0.403, 0.281], [0.111, -0.012, -0.261], [-0.036, 0.078, -0.013], [1.200, -0.115, -0.814], [-1.086, -0.063, -2.591], [-0.927, 0.029, 1.744], [0.890, -0.021, -1.195], [-0.067, -0.463, -1.272], [1.076, -0.180, 0.818], [-0.838, 0.938, 1.096], [-0.273, -0.450, 0.392], [0.080, 0.528, 0.367], [0.049, 0.252, 0.817], [-0.139, -0.346, 0.580]],
  "charge": -1,
  "gap_ev": 6.4,
  "fmax_ev_per_a": 2.81,
  "total_energy_ev": -90276.47247,
  "mol_weight_g_mol": 683.45
}